No. 1
DFT (the ωB97M-V functional and the def2-TZVPD basis) results for one molecule with the formula C3HNO.

Element x y z (Å)
C -0.825 0.775 -1.341
C -0.541 0.272 0.147
C -1.272 -0.052 1.588
N -0.901 1.178 -2.408
O -0.658 1.040 1.441
H 0.474 -0.229 0.026

HOMO = -10.6 eV
gap between HOMO and LUMO = 10.32 eV
relative energy (zero: lowest compared OMol25 entry of this formula, charge and spin) = 82.28 kcal/mol
spin multiplicity = 1
maximum force = 4.9 eV Å⁻¹
LUMO energy = -0.30 eV

Need the Mulliken charges? In units of e they are: C 0.1425; C -0.0337; C 0.0418; N -0.3002; O -0.0630; H 0.2126

***

No. 2
DFT (the ωB97M-V functional and the def2-TZVPD basis) results for one molecule with the formula C5H4S.

Element x y z (Å)
C -0.478 1.676 1.657
C -0.285 0.858 0.813
C -0.013 -0.129 -0.215
C -0.772 -0.225 -1.310
C 1.128 -1.026 0.043
S 1.675 -2.222 -0.896
H -0.692 2.416 2.411
H -0.556 -0.986 -2.064
H -1.670 0.474 -1.448
H 1.663 -0.837 1.009

HOMO = -9.0 eV
gap between HOMO and LUMO = 7.94 eV
relative energy (zero: lowest compared OMol25 entry of this formula, charge and spin) = 36.78 kcal/mol
SMILES string = C#CC(=C)C=S
spin multiplicity = 1
maximum force = 2.0 eV Å⁻¹
LUMO energy = -1.03 eV

Need the Mulliken charges? In units of e they are: C 0.3419; C -0.6742; C 0.3693; C -0.7259; C -0.3439; S -0.2325; H 0.4147; H 0.2973; H 0.2644; H 0.2890

***

No. 3
DFT (the ωB97M-V functional and the def2-TZVPD basis) results for a 2-piece molecular cluster, C6H8N2O overall.

Element x y z (Å)
C 0.118 -0.504 -0.964
C -1.239 0.100 -1.272
C -0.487 0.103 0.227
C 1.123 1.519 1.204
C -0.848 -1.076 1.115
C -0.837 -2.099 1.734
H 1.027 -0.290 -2.846
H 2.133 0.164 -1.088
H 0.106 -1.586 -0.728
H -2.066 -0.709 -1.368
H -1.011 1.039 -2.078
H -0.797 1.660 1.880
H 1.613 0.786 0.449
H -1.357 -3.034 2.176
N 1.139 0.317 -1.613
N -0.133 1.358 0.862
O 1.516 2.253 2.311

HOMO = -9.5 eV
gap between HOMO and LUMO = 9.72 eV
relative energy (zero: lowest compared OMol25 entry of this formula, charge and spin) = 199.87 kcal/mol
spin multiplicity = 1
maximum force = 8.3 eV Å⁻¹
LUMO energy = 0.18 eV

Need the Mulliken charges? In units of e they are: C -0.0563; C -0.7829; C 0.4987; C 0.3368; C -0.8340; C 0.0283; H 0.3264; H 0.3287; H 0.3008; H 0.2788; H 0.3488; H 0.3825; H 0.0785; H 0.3196; N -0.6939; N -0.2354; O -0.6253

***

No. 4
DFT (the ωB97M-V functional and the def2-TZVPD basis) results for a 9-piece molecular cluster, C4H26N2O9 overall.

Element x y z (Å)
C 0.052 -1.602 -1.232
N 1.443 -1.949 -0.916
C 2.120 -1.261 0.114
O 3.372 -1.363 0.259
C 1.327 -0.326 1.041
C 2.226 0.064 2.192
N 0.943 0.757 0.066
H -0.349 -2.491 -1.820
H -0.370 -1.391 -0.262
H -0.072 -0.689 -1.900
H 1.990 -1.951 -1.792
H 0.434 -0.906 1.455
H 2.982 0.832 1.973
H 2.818 -0.824 2.530
H 1.491 0.466 2.915
H 0.872 1.678 0.447
H 1.657 0.725 -0.777
O 3.359 0.758 -1.807
H 3.232 1.253 -2.673
H 3.991 1.291 -1.254
O -0.078 2.235 2.423
H -0.625 1.509 2.044
H 0.691 1.873 2.673
O -2.095 3.588 1.010
H -1.952 4.413 0.422
H -1.189 3.393 1.258
O -2.020 -2.092 2.167
H -1.381 -2.750 1.807
H -2.528 -1.588 1.458
O -1.317 -0.501 -3.944
H -0.914 0.251 -4.378
H -1.861 -0.156 -3.246
O -2.710 2.876 -1.323
H -2.356 2.054 -1.721
H -2.616 2.946 -0.390
O -3.531 0.462 -1.116
H -3.492 0.457 -0.165
H -4.433 0.711 -1.251
O -0.116 -4.144 1.233
H 0.575 -4.228 1.957
H 0.429 -4.379 0.516

HOMO = -9.4 eV
gap between HOMO and LUMO = 9.55 eV
relative energy (zero: lowest compared OMol25 entry of this formula, charge and spin) = 87.30 kcal/mol
SMILES string = CNC(=O)[C@@H](C)N.O.O.O.O.O.O.O.O
spin multiplicity = 1
maximum force = 5.8 eV Å⁻¹
LUMO energy = 0.12 eV

Need the Mulliken charges? In units of e they are: C -0.6172; N -0.1362; C -0.0805; O -0.6757; C 0.8813; C -1.8947; N -0.2945; H 0.2465; H 0.1627; H 0.3034; H 0.3155; H 0.1467; H 0.2930; H 0.3591; H 0.5883; H 0.3179; H 0.2236; O -0.6211; H 0.2852; H 0.3124; O -0.6293; H 0.3735; H 0.1738; O -0.7152; H 0.3684; H 0.3470; O -0.6540; H 0.3280; H 0.3172; O -0.6587; H 0.3099; H 0.3107; O -0.7027; H 0.2743; H 0.4855; O -0.5442; H 0.2723; H 0.2795; O -0.6685; H 0.3285; H 0.2883

***

No. 5
DFT (the ωB97M-V functional and the def2-TZVPD basis) results for a 2-piece molecular cluster, C3H7N2O2S overall.

Element x y z (Å)
C 0.202 -0.545 -1.323
C 0.707 0.924 -1.529
C 1.067 0.196 -0.298
N 0.592 -0.459 1.858
N 0.551 0.679 1.027
O -2.399 -0.632 0.042
O -2.174 0.073 2.447
S -2.241 0.549 1.034
H -0.813 -0.663 -1.125
H 0.794 -1.305 -1.904
H 1.524 1.091 -2.219
H -0.145 1.557 -1.745
H 2.132 0.024 -0.205
H 0.196 -1.316 1.358
H 0.009 -0.172 2.583

HOMO (spin up / spin down) = -2.1 / -3.8 eV
gap between HOMO and LUMO (spin up / spin down) = 6.10 / 7.72 eV
relative energy (zero: lowest compared OMol25 entry of this formula, charge and spin) = 99.44 kcal/mol
net charge = -1
spin multiplicity = 1
maximum force = 4.6 eV Å⁻¹
LUMO energy (spin up / spin down) = 3.98 / 3.94 eV

Need the Mulliken charges? In units of e they are: C -0.5133; C -0.6520; C -0.1048; N -0.5167; N -0.3768; O -0.6272; O -0.5948; S 0.3701; H 0.3496; H 0.1676; H 0.2362; H 0.2563; H 0.3598; H 0.2883; H 0.3578

***

No. 6
DFT (the ωB97M-V functional and the def2-TZVPD basis) results for C3H4O as an isolated structure.

Element x y z (Å)
C 1.801 0.446 -0.025
C 0.666 0.082 -0.156
C -0.684 -0.288 -0.316
O -1.654 0.667 -0.011
H 2.813 0.631 0.097
H -0.588 -1.273 0.683
H -0.866 -1.009 -1.171
H -1.486 0.744 0.899

HOMO = -9.6 eV
gap between HOMO and LUMO = 10.34 eV
relative energy (zero: lowest compared OMol25 entry of this formula, charge and spin) = 59.65 kcal/mol
spin multiplicity = 1
maximum force = 5.8 eV Å⁻¹
LUMO energy = 0.74 eV

Need the Mulliken charges? In units of e they are: C 0.1392; C -0.2581; C -0.6961; O -0.4574; H 0.4496; H 0.1830; H 0.3163; H 0.3236

***

No. 7
DFT (the ωB97M-V functional and the def2-TZVPD basis) results for a 4-piece molecular cluster, C20H39FNO6S overall.

Element x y z (Å)
C 5.702 0.294 3.109
C 4.835 -0.902 3.677
C 3.269 -0.691 3.609
C 2.728 -0.082 2.280
C 1.496 0.761 2.369
C 0.895 1.339 1.156
C -0.420 2.171 1.364
C -1.636 1.177 1.178
C -1.743 0.162 2.391
F -2.870 1.868 0.986
N 1.463 1.115 -0.109
C 0.760 1.710 -1.260
O 0.788 3.144 -1.309
C 1.993 3.686 -0.813
C 1.824 4.799 0.292
O 3.067 3.356 -1.227
C 2.624 0.336 -0.230
S 3.428 0.016 -1.843
C 3.287 -0.283 0.930
O 4.405 -1.069 0.727
H 6.320 0.718 3.952
H 6.457 -0.162 2.402
H 5.126 1.083 2.566
H 5.095 -1.024 4.771
H 5.065 -1.902 3.210
H 2.702 -1.639 3.824
H 3.005 0.044 4.429
H 1.011 0.964 3.353
H -0.410 2.522 2.438
H -0.479 3.093 0.733
H -1.534 0.515 0.265
H -2.764 -0.308 2.419
H -1.431 0.608 3.370
H -1.036 -0.679 2.130
H 1.077 1.317 -2.257
H -0.327 1.423 -1.147
H 0.979 5.495 0.009
H 2.750 5.424 0.344
H 1.570 4.347 1.287
H 2.405 -0.261 -2.719
H 4.184 -1.964 1.047
C -2.666 -4.706 0.642
C -2.738 -3.404 1.412
O -2.452 -2.306 0.548
H -1.675 -4.836 0.202
H -2.877 -5.558 1.292
H -3.384 -4.705 -0.182
H -2.006 -3.395 2.221
H -3.733 -3.263 1.845
H -3.108 -2.315 -0.161
C -2.151 2.695 -3.511
C -3.616 3.086 -3.545
O -4.303 2.528 -2.430
H -2.045 1.607 -3.524
H -1.614 3.112 -4.366
H -1.678 3.052 -2.591
H -4.090 2.710 -4.452
H -3.730 4.174 -3.521
H -3.888 2.869 -1.628
C -1.757 -3.811 -3.671
C -3.248 -4.084 -3.702
O -3.901 -3.402 -2.634
H -1.329 -4.132 -2.718
H -1.246 -4.335 -4.481
H -1.559 -2.739 -3.766
H -3.443 -5.151 -3.585
H -3.685 -3.755 -4.649
H -3.734 -2.458 -2.748

HOMO = -12.3 eV
gap between HOMO and LUMO = 7.87 eV
relative energy (zero: lowest compared OMol25 entry of this formula, charge and spin) = 54.27 kcal/mol
net charge = +1
spin multiplicity = 1
maximum force = 3.3 eV Å⁻¹
LUMO energy = -4.43 eV

Need the Mulliken charges? In units of e they are: C -0.9333; C -0.5086; C -0.9126; C 0.7107; C -1.1928; C 0.7917; C -1.3170; C 0.7587; C -1.2329; F -0.4081; N 0.6337; C -0.5051; O -0.2602; C 0.8134; C -0.9505; O -0.4539; C 0.4828; S -0.1288; C 0.0315; O -0.5801; H 0.3553; H 0.2055; H 0.2817; H 0.4406; H 0.3239; H 0.3154; H 0.4034; H 0.3762; H 0.5244; H 0.3315; H 0.1205; H 0.3831; H 0.2961; H 0.2489; H 0.3303; H -0.2500; H 0.3361; H 0.3456; H 0.1704; H 0.2085; H 0.3619; C -1.0841; C -0.2675; O -0.3459; H 0.2494; H 0.3661; H 0.2715; H 0.2987; H 0.3102; H 0.2036; C -0.5048; C -0.3608; O -0.4982; H 0.1734; H 0.3820; H -0.0097; H 0.3242; H 0.2536; H 0.2775; C -0.8140; C -0.3137; O -0.4678; H 0.1727; H 0.3493; H 0.2310; H 0.2859; H 0.3048; H 0.2648

***

Question: Which formula does entry 7 have?
Answer: C20H39FNO6S